Entry 1:
ORCA calculation (ωB97M-V/def2-TZVPD) on C34H55N4OP2PtS as an isolated structure at a distorted geometry.

ORCA input file:
```
! wB97M-V def2-TZVPD RIJCOSX def2/J DEFGRID3
* xyz 1 3
C 1.983 -1.929 -1.406
C 1.623 0.205 -2.327
C 2.880 -2.251 -2.428
C 2.439 -0.092 -3.417
C 3.094 -1.323 -3.446
H 3.357 -3.228 -2.408
H 2.543 0.651 -4.207
H 3.758 -1.556 -4.275
N 1.494 -0.690 -1.330
P -0.139 -2.434 0.361
P 0.693 2.138 -0.477
C 1.497 -2.932 -0.372
H 1.449 -3.932 -0.825
H 2.234 -3.000 0.446
C 0.797 1.430 -2.188
H 0.923 2.154 -2.994
C -0.597 3.530 -0.619
C 2.397 2.880 -0.214
C -1.368 -3.165 -0.884
C -0.218 -3.367 2.012
C -1.946 3.053 -0.056
H -1.893 2.871 1.023
H -2.690 3.842 -0.246
H -2.294 2.135 -0.543
C -0.168 4.755 0.202
H -0.013 4.507 1.259
H 0.730 5.237 -0.200
H -0.981 5.495 0.148
C -0.832 3.968 -2.077
H -1.504 4.840 -2.051
H 0.077 4.281 -2.601
H -1.330 3.187 -2.663
C 2.443 3.375 1.254
H 1.743 2.835 1.910
H 3.455 3.213 1.652
H 2.228 4.448 1.328
C 3.510 1.835 -0.408
H 3.432 1.005 0.301
H 3.532 1.442 -1.430
H 4.471 2.343 -0.226
C 2.629 4.010 -1.246
H 1.817 4.146 -1.971
H 2.807 4.969 -0.742
H 3.530 3.788 -1.836
C -1.610 -3.158 2.638
H -1.553 -3.373 3.717
H -1.962 -2.122 2.526
H -2.362 -3.840 2.220
C 0.829 -2.798 2.985
H 1.848 -2.855 2.585
H 0.600 -1.766 3.274
H 0.806 -3.408 3.901
C 0.088 -4.866 1.839
H 0.419 -5.264 2.809
H -0.796 -5.447 1.553
H 0.898 -5.058 1.123
C -1.183 -2.557 -2.284
H -1.681 -3.202 -3.025
H -1.664 -1.575 -2.340
H -0.132 -2.452 -2.574
C -2.793 -2.826 -0.423
H -2.922 -1.738 -0.344
H -3.497 -3.205 -1.178
H -3.052 -3.289 0.535
C -1.196 -4.684 -1.043
H -0.170 -4.963 -1.316
H -1.506 -5.246 -0.158
H -1.847 -5.008 -1.869
Pt 0.078 -0.069 0.350
C 1.432 -0.038 1.603
O 2.356 -0.033 2.315
N -1.313 0.235 -1.219
C -0.900 0.766 -2.279
C -1.558 0.870 -3.598
C -2.948 0.724 -3.558
C -0.889 1.092 -4.814
C -3.695 0.911 -4.720
H -3.407 0.486 -2.594
C -1.641 1.240 -5.981
H 0.201 1.135 -4.842
C -3.041 1.170 -5.932
H -4.782 0.853 -4.667
H -1.130 1.415 -6.931
H -3.624 1.313 -6.844
C 1.308 0.046 6.129
N 0.725 0.889 5.083
C -0.428 0.607 4.453
S -0.732 1.247 2.885
N -1.359 -0.162 5.091
C -1.770 0.131 6.475
H 0.722 -0.871 6.262
H 1.338 0.602 7.074
H 2.334 -0.216 5.846
H 1.370 1.465 4.539
H -2.149 -0.364 4.476
H -2.697 0.718 6.473
H -1.962 -0.816 6.989
H -0.990 0.683 7.004
*
```

Values from the calculation:
- Kohn-Sham gap (alpha / beta) (eV) = 5.3 / 6.5
- E (eV) = -76811.9178
- F_max (eV/A) = 5.5
- relative energy (zero: lowest compared OMol25 entry of this formula, charge and spin) (kJ/mol) = 0.00
- highest occupied orbital energy (alpha / beta) (eV) = -7.41 / -10.03

Entry 2:
ORCA calculation (ωB97M-V/def2-TZVPD) on a 6-piece molecular cluster, C31H33NO19 overall at a distorted geometry.

ORCA input file:
```
! wB97M-V def2-TZVPD RIJCOSX def2/J DEFGRID3
* xyz 0 1
C -3.974 0.061 -3.138
O -3.801 0.229 -1.805
C -4.030 1.633 -1.508
C -4.565 1.789 -0.035
O -5.669 0.817 0.061
C -6.241 0.783 1.412
H -4.976 0.266 -3.515
H -3.884 -0.994 -3.396
H -3.228 0.614 -3.708
H -4.865 2.139 -1.993
H -3.105 2.172 -1.712
H -4.931 2.758 0.304
H -3.762 1.522 0.652
H -5.528 0.702 2.232
H -7.064 0.071 1.475
H -6.895 1.641 1.567
C 6.717 -2.234 2.270
O 5.640 -1.571 2.280
N 7.514 -2.375 3.362
C 8.910 -2.930 3.258
C 7.073 -2.056 4.733
H 7.093 -2.783 1.393
H 9.285 -2.909 2.235
H 8.884 -3.980 3.547
H 9.607 -2.486 3.970
H 7.390 -2.821 5.442
H 7.438 -1.095 5.094
H 5.989 -1.962 4.789
C -2.165 0.869 3.784
C -2.306 0.160 4.938
C -2.516 0.718 6.296
O -2.673 0.104 7.389
C -2.588 2.186 6.198
C -2.597 2.960 5.078
C -2.312 2.356 3.697
O -2.239 2.971 2.643
O -2.724 4.345 5.080
O -2.189 -1.189 4.995
H -2.135 0.358 2.833
H -2.797 2.716 7.115
H -2.864 4.646 4.179
H -2.062 -1.474 5.903
C 2.456 3.134 -2.455
C 1.353 3.943 -2.501
C 0.417 3.954 -1.326
O -0.613 4.687 -1.285
C 0.597 3.002 -0.239
C 1.730 2.233 -0.133
C 2.777 2.281 -1.272
O 3.802 1.653 -1.347
O 2.118 1.554 0.905
O 1.084 4.592 -3.688
H 3.062 3.078 -3.347
H -0.151 2.992 0.540
H 2.928 1.087 0.686
H 0.529 5.367 -3.567
C -0.373 -1.760 1.160
C -1.012 -1.072 0.116
C -0.263 -0.636 -1.088
O -0.789 0.121 -1.964
C 1.155 -1.097 -1.026
C 1.804 -1.540 0.069
C 1.088 -1.830 1.272
O 1.682 -2.252 2.246
O 3.120 -1.870 0.127
O -2.365 -0.999 0.128
H -0.911 -2.182 1.997
H 1.792 -1.059 -1.898
H 3.382 -2.064 1.030
H -2.644 -0.532 -0.664
C -1.175 -2.543 -7.224
C -0.541 -3.586 -6.564
C -0.272 -3.541 -5.052
O 0.128 -4.387 -4.285
C -0.272 -2.146 -4.631
C -0.703 -1.160 -5.389
C -1.378 -1.252 -6.664
O -1.968 -0.337 -7.232
O -0.491 0.109 -4.915
O -0.291 -4.717 -7.252
H -1.398 -2.698 -8.270
H 0.348 -1.889 -3.784
H -0.522 0.070 -3.956
H -0.076 -5.435 -6.652
*
```

Values from the calculation:
- Kohn-Sham gap (eV) = 7.3
- E (eV) = -73067.1623
- F_max (eV/A) = 4.3
- structure (SMILES) = O=C1C=C(O)C(=O)C=C1O.O=C1C=C(O)C(=O)C=C1O.O=C1C=C(O)C(=O)C=C1O.O=C1C=C(O)C(=O)C=C1O.CN(C)C=O.COCCOC
- highest occupied orbital energy (eV) = -9.36